{
  "formula": "C43H56BrClN5O4P2W",
  "method": "the ωB97M-V functional and the def2-TZVPD basis",
  "elements": ["W", "C", "C", "C", "C", "C", "C", "C", "Br", "C", "O", "C", "C", "C", "C", "C", "C", "H", "H", "H", "H", "H", "H", "H", "H", "H", "H", "H", "H", "H", "H", "H", "H", "H", "H", "H", "H", "C", "P", "C", "N", "C", "C", "C", "C", "C", "C", "N", "C", "P", "C", "C", "C", "C", "C", "C", "C", "C", "C", "H", "H", "H", "H", "H", "H", "H", "H", "H", "H", "H", "H", "H", "H", "H", "H", "H", "H", "H", "H", "H", "H", "H", "H", "H", "H", "H", "H", "O", "O", "Cl", "C", "C", "C", "C", "C", "C", "C", "H", "H", "H", "H", "H", "H", "N", "C", "O", "C", "C", "N", "C", "N", "H", "H"],
  "xyz": [[-0.06, -0.12, 0.14], [-2.60, -3.95, 6.56], [-3.65, -3.26, 5.67], [-4.28, -2.12, 6.47], [-4.74, -4.27, 5.30], [-2.98, -2.76, 4.39], [-3.04, -1.44, 3.98], [-2.43, -1.08, 2.79], [-2.64, 0.72, 2.24], [-1.75, -1.96, 1.97], [-1.27, -1.54, 0.76], [-1.67, -3.31, 2.38], [-2.30, -3.65, 3.57], [-0.91, -4.37, 1.57], [-1.44, -4.40, 0.14], [0.58, -4.02, 1.62], [-1.06, -5.78, 2.14], [-3.07, -4.29, 7.49], [-1.80, -3.26, 6.83], [-2.16, -4.82, 6.08], [-4.72, -2.51, 7.39], [-5.09, -1.63, 5.91], [-3.55, -1.36, 6.75], [-5.23, -4.65, 6.20], [-4.34, -5.12, 4.76], [-5.51, -3.80, 4.68], [-3.56, -0.69, 4.55], [-2.26, -4.68, 3.89], [-1.33, -3.44, -0.36], [-2.50, -4.66, 0.12], [-0.91, -5.16, -0.44], [0.75, -2.96, 1.44], [1.13, -4.61, 0.87], [0.99, -4.25, 2.60], [-2.09, -6.14, 2.11], [-0.69, -5.86, 3.16], [-0.46, -6.46, 1.52], [0.58, 2.29, 2.78], [0.16, 2.41, 1.03], [1.72, 3.12, 0.37], [2.26, 4.09, 1.06], [3.37, 4.68, 0.56], [3.99, 5.74, 1.27], [5.09, 6.34, 0.75], [5.64, 5.91, -0.49], [5.07, 4.89, -1.19], [3.92, 4.25, -0.67], [3.36, 3.22, -1.35], [2.28, 2.66, -0.85], [1.61, 1.17, -1.69], [3.19, 0.33, -1.99], [1.04, 1.67, -3.38], [0.44, 0.43, -4.06], [2.20, 2.19, -4.23], [-0.03, 2.75, -3.27], [-1.04, 3.87, 0.82], [-2.47, 3.43, 0.50], [-0.58, 4.78, -0.33], [-1.05, 4.70, 2.11], [0.98, 3.25, 3.11], [1.34, 1.52, 2.89], [-0.29, 2.01, 3.37], [3.55, 6.05, 2.21], [5.57, 7.15, 1.28], [6.52, 6.41, -0.88], [5.47, 4.54, -2.13], [3.91, 1.09, -2.29], [3.10, -0.41, -2.78], [3.54, -0.15, -1.07], [1.14, -0.41, -4.10], [0.19, 0.69, -5.09], [-0.47, 0.10, -3.57], [2.89, 1.39, -4.52], [2.77, 2.97, -3.73], [1.79, 2.61, -5.15], [-0.81, 2.49, -2.54], [-0.51, 2.87, -4.24], [0.41, 3.71, -3.00], [-2.50, 2.66, -0.27], [-3.02, 4.30, 0.14], [-3.00, 3.08, 1.39], [-0.64, 4.27, -1.29], [0.42, 5.18, -0.20], [-1.28, 5.62, -0.37], [-1.39, 4.13, 2.97], [-1.75, 5.53, 1.96], [-0.07, 5.12, 2.34], [1.77, -0.10, 0.90], [0.74, -0.48, 1.84], [2.07, -7.99, -3.70], [1.85, -6.40, -3.05], [0.68, -5.71, -3.31], [0.50, -4.43, -2.79], [1.48, -3.84, -2.01], [1.46, -2.47, -1.35], [2.65, -4.56, -1.76], [2.85, -5.83, -2.27], [-0.09, -6.17, -3.91], [-0.44, -3.94, -3.02], [1.70, -2.61, -0.29], [2.27, -1.88, -1.76], [3.43, -4.12, -1.15], [3.75, -6.38, -2.07], [-3.68, 0.27, -1.86], [-2.44, -0.22, -1.71], [-1.59, 0.53, -1.08], [-2.08, -1.47, -2.25], [-0.81, -1.97, -2.05], [0.23, -1.65, -1.39], [-3.06, -2.24, -2.95], [-3.85, -2.86, -3.51], [-3.94, 1.09, -1.35], [-4.40, -0.29, -2.29]],
  "homo_ha": [-0.3893, -0.3912],
  "de_lowest_ev": 0.0000,
  "spin_multiplicity": 3,
  "total_charge": 1
}